The following is a quantum chemistry calculation of a single C23H29N3O5 molecule, from the Open Molecules 2025 dataset.

Geometry as ORCA input:
```
! RIJCOSX wB97M-V def2-TZVPD def2/J DEFGRID3
* xyz 0 1
C 2.98228 6.51623 -2.13172
C 2.31294 6.76072 -0.78102
H 1.29014 7.11692 -0.93683
H 2.85546 7.52152 -0.20721
O 2.15465 5.57898 -0.02531
C 3.21581 5.05149 0.66586
C 4.47215 5.63095 0.71976
C 5.48205 5.08195 1.49614
C 5.23534 3.94022 2.22683
C 3.99012 3.33756 2.16444
C 2.95988 3.85865 1.38627
N 1.67942 3.30349 1.36777
C 1.28160 2.35215 2.37970
H 0.19813 2.45610 2.51302
C 1.57550 0.89973 1.97108
N 0.96033 0.63038 0.68501
C -0.03482 -0.27067 0.59697
O -0.40231 -0.93700 1.55082
C -0.70311 -0.44497 -0.76472
N -1.60765 -1.56132 -0.68455
C -1.74454 -2.43500 -1.70812
O -1.27270 -2.21486 -2.81095
C -2.56105 -3.64449 -1.41295
C -3.21268 -4.26642 -2.46959
C -3.98042 -5.39268 -2.25015
C -4.11433 -5.94548 -0.98081
C -3.42876 -5.34258 0.09282
C -2.67051 -4.20102 -0.14543
H -2.14910 -3.79172 0.70636
O -3.42383 -5.73986 1.39690
C -3.95710 -6.98276 1.79378
H -5.04132 -7.01872 1.67045
H -3.70889 -7.07068 2.85170
H -3.50316 -7.81096 1.24514
O -4.88497 -7.05093 -0.72484
C -5.53839 -7.68473 -1.79593
H -6.26695 -7.02237 -2.27436
H -6.06066 -8.53244 -1.35403
H -4.82816 -8.04915 -2.54495
H -4.48641 -5.84441 -3.08796
H -3.11385 -3.85369 -3.46110
H -1.86862 -1.81524 0.25972
H 0.02524 -0.65337 -1.55542
H -1.25060 0.47191 -1.02280
C 1.38973 1.55691 -0.33727
H 2.47733 1.46643 -0.45074
C 1.05040 2.99274 0.10436
H -0.03439 3.08114 0.23105
H 1.37191 3.70030 -0.65479
H 0.91839 1.33465 -1.29136
H 2.65379 0.73341 1.88156
H 1.15787 0.20125 2.69726
H 1.76376 2.59228 3.32677
H 3.82888 2.43979 2.73932
H 6.00854 3.50424 2.84109
H 6.44962 5.55879 1.52595
H 4.67997 6.53789 0.17482
H 2.39700 5.80746 -2.71277
H 3.98269 6.11036 -2.00340
H 3.04840 7.45095 -2.68165
*
```

The calculation puts the orbital gap at 8.409 eV. Its SMILES is CCOc1ccccc1N1CCN(C(=O)CNC(=O)c2ccc(OC)c(OC)c2)CC1. The calculation puts the HOMO energy at -7.682 eV.

***

The following is a quantum chemistry calculation of a single C23H29N3O5S2 molecule in a non-equilibrium geometry, from the Open Molecules 2025 dataset.

Geometry as ORCA input:
```
! RIJCOSX wB97M-V def2-TZVPD def2/J DEFGRID3
* xyz 0 1
O 0.39626 2.88370 -3.12491
C 1.16383 2.86978 -2.18350
N 0.82799 3.04912 -0.88395
C -0.44309 3.21478 -0.31999
C -1.59710 3.38692 -1.07756
C -2.81536 3.54880 -0.44175
C -2.89741 3.54970 0.93969
C -1.74738 3.38077 1.69423
C -0.52724 3.20709 1.07134
H 0.37349 3.06757 1.65217
H -1.80290 3.38870 2.77276
H -3.85061 3.68627 1.42782
H -3.70733 3.68084 -1.03543
H -1.53560 3.39605 -2.15283
H 1.56986 2.87178 -0.20836
C 2.65616 2.56056 -2.36323
N 2.92365 1.14375 -2.19226
C 2.56459 0.28450 -3.27778
C 3.12961 -1.09957 -3.32154
C 3.61863 -0.06654 -4.29031
H 4.60748 0.33225 -4.13042
H 3.32546 -0.13729 -5.32614
H 2.48988 -1.89107 -3.68181
H 3.79395 -1.38900 -2.52419
H 1.55031 0.43040 -3.64129
S 2.97669 0.50770 -0.66161
O 4.11776 -0.34541 -0.53285
O 2.89237 1.61588 0.25846
C 1.51371 -0.52525 -0.44226
C 0.28532 -0.18591 -0.97906
C -0.81437 -0.98548 -0.70721
C -0.66452 -2.10217 0.09323
C 0.56926 -2.45713 0.60676
C 1.66945 -1.65857 0.33612
H 2.65186 -1.89561 0.71224
H 0.65727 -3.35659 1.19507
S -2.11845 -3.07860 0.52180
O -1.69809 -4.44453 0.62075
O -3.16127 -2.72329 -0.39375
N -2.53883 -2.56018 2.02271
C -2.05767 -3.26139 3.18556
H -2.86827 -3.87203 3.60747
C -1.49694 -2.34937 4.28363
H -0.81271 -2.94873 4.88665
C -0.77279 -1.10597 3.76349
H -0.05373 -0.78624 4.52103
C -1.72120 0.06303 3.49189
C -2.55472 -0.08764 2.22165
H -3.24865 0.75238 2.15343
C -3.36296 -1.38718 2.15600
H -3.98764 -1.49492 3.04686
H -4.01008 -1.36432 1.27625
H -1.89663 -0.03842 1.35277
H -2.38558 0.18550 4.35089
H -1.13176 0.97726 3.39800
H -0.21337 -1.34653 2.85765
H -2.30769 -2.02831 4.94035
H -1.29164 -3.94550 2.82063
H -1.78851 -0.76284 -1.11366
H 0.17247 0.68168 -1.60590
H 3.26026 3.10171 -1.63477
H 2.95725 2.83746 -3.37629
*
```

The calculation puts the orbital gap at 8.806 eV. Its SMILES is O=C(CN(C1CC1)S(=O)(=O)c1ccc(S(=O)(=O)N2CCCCCC2)cc1)Nc1ccccc1. The calculation puts the HOMO energy at -8.792 eV.

***

The following is a quantum chemistry calculation of a single C23H29N7O3 molecule in a non-equilibrium geometry, from the Open Molecules 2025 dataset.

Geometry as ORCA input:
```
! RIJCOSX wB97M-V def2-TZVPD def2/J DEFGRID3
* xyz 0 1
C -4.69061 -2.90658 0.90494
H -3.67420 -3.20358 1.17956
O -4.71554 -1.56070 0.48650
C -3.88742 -1.18263 -0.51399
C -3.21588 -2.05232 -1.37033
C -2.39981 -1.54323 -2.36590
C -2.22267 -0.18010 -2.51453
C -2.89166 0.69562 -1.66723
C -3.72001 0.19230 -0.68006
H -4.23430 0.85738 -0.00395
C -2.62164 2.17818 -1.70462
N -1.67586 2.49674 -0.64877
C -2.08833 2.89593 0.57659
O -3.19455 3.33402 0.80748
C -1.01409 2.76441 1.64883
H -1.07247 3.63764 2.30001
H -0.02328 2.71507 1.19879
C -1.28494 1.52054 2.50284
C -1.21379 0.20840 1.80315
N -1.85927 -0.85777 2.22402
N -1.53341 -1.90779 1.48132
C -0.66964 -1.50179 0.57647
C 0.02096 -2.17321 -0.45410
C 0.87514 -1.44833 -1.21438
C 1.04132 -0.04362 -0.95950
N 0.40582 0.58916 0.00236
N -0.43134 -0.14696 0.74854
N 1.85398 0.66619 -1.77549
C 2.21618 2.03387 -1.48675
H 2.81487 2.39048 -2.32696
H 1.30067 2.63029 -1.43311
C 2.99785 2.21297 -0.17831
H 3.31191 3.25461 -0.11086
H 2.33623 2.00193 0.66193
C 4.23185 1.30634 -0.08746
N 3.92372 -0.02620 0.37231
C 3.95269 -1.12106 -0.41040
O 4.09132 -1.10791 -1.61933
C 3.77380 -2.33808 0.47699
H 4.75512 -2.79685 0.61619
C 3.22569 -1.76192 1.78123
H 2.13502 -1.77697 1.76628
H 3.56006 -2.30951 2.65931
C 3.73424 -0.31655 1.77617
H 4.68789 -0.21987 2.31216
H 3.01905 0.37910 2.22157
H 3.11896 -3.07349 0.01447
H 4.70107 1.20791 -1.07068
H 4.95847 1.74341 0.60574
H 2.55972 0.11435 -2.25044
H 1.44266 -1.88868 -2.01773
H -0.14948 -3.22727 -0.59567
H -0.56725 1.49783 3.33121
H -2.28340 1.58742 2.93952
H -0.79276 1.99878 -0.69203
H -2.19825 2.48177 -2.66580
H -3.53007 2.74870 -1.50167
H -1.56651 0.20394 -3.28251
H -1.88635 -2.22544 -3.02840
H -3.31820 -3.12022 -1.26378
H -5.33158 -2.94987 1.78350
H -5.08768 -3.57680 0.13477
*
```

The calculation puts the orbital gap at 8.286 eV. Its SMILES is COc1cccc(CNC(=O)CCc2nnc3ccc(NCCCN4CCCC4=O)nn23)c1. The calculation puts the HOMO energy at -8.225 eV.

***

The following is a quantum chemistry calculation of a single C23H29NO4 molecule, from the Open Molecules 2025 dataset.

Geometry as ORCA input:
```
! RIJCOSX wB97M-V def2-TZVPD def2/J DEFGRID3
* xyz 0 1
C 1.81508 -3.36110 6.62171
H 1.99544 -2.33411 6.95650
O 1.69803 -3.43678 5.22276
C 0.67830 -2.76337 4.61707
C 0.60626 -2.90222 3.23109
C -0.38077 -2.27002 2.49458
C -1.32720 -1.50191 3.16856
C -1.25964 -1.35919 4.54004
C -0.26055 -1.97802 5.27420
H -0.23321 -1.84830 6.34446
H -1.99601 -0.75967 5.05539
H -2.12310 -1.02435 2.61673
C -0.43156 -2.41891 1.00137
H -0.03089 -3.39648 0.72588
H -1.47397 -2.37832 0.67668
C 0.36053 -1.34547 0.21285
C 1.84320 -1.38674 0.60328
C 2.62839 -0.22246 0.00515
C 1.94293 1.10384 0.32075
N 0.57668 1.07308 -0.16336
C -0.19049 0.05295 0.52709
H -1.22895 0.11129 0.19068
H -0.16874 0.21357 1.62000
C -0.07860 2.37990 -0.23399
C -0.37247 2.68035 -1.68265
C -1.49053 2.13180 -2.29112
C -1.72973 2.31476 -3.64534
C -0.81684 3.04067 -4.41554
C 0.28856 3.61279 -3.80102
C 0.50599 3.43607 -2.44918
H 1.37335 3.88330 -1.98798
H 0.97094 4.18443 -4.40940
O -0.97593 3.20479 -5.76899
C -1.90519 2.30262 -6.32552
C -3.17027 2.26006 -5.46962
H -3.91435 1.58334 -5.89261
O -2.87057 1.77300 -4.18137
H -3.59085 3.27314 -5.39866
H -2.11953 2.65885 -7.33410
H -1.46808 1.29569 -6.37233
H -2.20579 1.55388 -1.72745
H 0.56976 3.15566 0.18462
H -1.00772 2.37461 0.34532
H 2.47111 1.91615 -0.18342
H 1.97501 1.28836 1.41139
H 2.69611 -0.34112 -1.07540
H 3.64002 -0.21290 0.41565
H 2.28204 -2.33227 0.27937
H 1.91273 -1.33512 1.69273
C 0.13948 -1.66531 -1.28350
O 0.72560 -0.77979 -2.19482
H 0.58184 0.11947 -1.84760
H -0.94907 -1.70936 -1.46195
H 0.55352 -2.65374 -1.50957
H 1.34089 -3.52811 2.74858
H 2.67435 -3.97830 6.87968
H 0.92444 -3.75500 7.12235
*
```

The calculation puts the orbital gap at 8.955 eV. Its SMILES is COc1cccc(C[C@]2(CO)CCCN(Cc3ccc4c(c3)OCCO4)C2)c1. The calculation puts the HOMO energy at -8.152 eV.

***

The following is a quantum chemistry calculation of a molecular structure, C23H30AsN6O3PtS2, from the Open Molecules 2025 dataset.

Geometry as ORCA input:
```
! RIJCOSX wB97M-V def2-TZVPD def2/J DEFGRID3
* xyz 3 1
Pt 0.00369 0.41190 0.11573
O 1.73363 3.96674 0.01632
C 1.56011 2.79972 0.20012
N 0.46148 2.19320 0.79572
C -0.40729 2.78863 1.70081
O -0.15181 3.69960 2.42594
C -1.74563 2.10426 1.64854
C -2.83444 2.63256 2.30783
C -4.06763 2.01306 2.17016
C -4.16343 0.88599 1.36636
C -3.03248 0.40088 0.73964
N -1.83736 0.99282 0.88271
C 2.52583 1.73119 -0.23604
C 3.86597 1.99830 -0.41862
C 4.71548 0.95586 -0.76452
C 4.18043 -0.31095 -0.94408
C 2.82298 -0.50716 -0.77010
N 2.00757 0.49381 -0.40609
H -2.68731 3.52704 2.89963
H -4.93932 2.40243 2.67980
H -5.10903 0.38445 1.21446
H -3.08114 -0.47968 0.12281
H 4.21611 3.01203 -0.27080
H 5.77510 1.13247 -0.89720
H 4.80381 -1.14942 -1.22288
H 2.37980 -1.47243 -0.94505
O 0.55451 -0.42908 1.92323
S -0.04178 -0.48000 3.37009
C 1.07652 -1.63671 4.21527
C 0.20430 -2.77080 4.74567
C -0.84898 -3.03282 3.67396
C -1.42251 -1.66101 3.33077
H 1.60697 -1.07823 4.98439
H 1.78186 -1.96003 3.44855
H -0.27004 -2.47853 5.68390
H 0.81451 -3.64849 4.95408
H -1.62930 -3.70761 4.02202
H -0.38728 -3.47998 2.79021
H -2.13776 -1.31040 4.07687
H -1.86958 -1.58799 2.34083
C 1.11968 3.72928 -3.27112
As 0.49460 1.93696 -3.50367
C 1.96908 0.78076 -3.88008
C -0.71313 1.86485 -4.98397
S -0.80964 1.33816 -1.83366
H 1.47606 4.08002 -4.24079
H 1.93000 3.75347 -2.54514
H 0.29745 4.35547 -2.93024
H 2.42526 1.13621 -4.80527
H 1.60958 -0.23709 -4.02042
H 2.69800 0.82929 -3.08148
H -0.16416 2.22814 -5.85393
H -1.57060 2.50889 -4.79861
H -1.03288 0.83827 -5.14667
N -2.92694 -3.59181 -2.17777
C -1.83286 -3.23969 -1.49323
C -1.53065 -1.88842 -1.19988
N -0.43830 -1.56958 -0.51259
C 0.37561 -2.55638 -0.10132
C 0.06361 -3.87306 -0.41011
N -1.01531 -4.21571 -1.08425
H -3.56399 -2.92397 -2.57389
H -3.07830 -4.57050 -2.36959
H -2.13839 -1.08396 -1.58566
H 1.21393 -2.29790 0.52107
H 0.71572 -4.67730 -0.08874
*
```

The calculation puts the orbital gap at 7.163 eV. The calculation puts the HOMO energy at -17.006 eV.

***

The following is a quantum chemistry calculation of a molecular structure, C23H30BF4NORuS3, from the Open Molecules 2025 dataset.

Geometry as ORCA input:
```
! RIJCOSX wB97M-V def2-TZVPD def2/J DEFGRID3
* xyz 2 5
Ru -1.15989 -0.48173 0.92717
C 4.25077 0.54063 -3.71089
C 3.04190 -0.35457 -3.37444
C 1.76047 0.33028 -3.84449
C 3.18300 -1.71100 -4.10281
C 3.02369 -0.64399 -1.89955
C 4.18748 -1.29054 -1.31766
C 4.25126 -1.67784 -0.01161
C 3.11959 -1.44407 0.77498
S 2.86583 -1.84894 2.41000
C 1.25101 -1.20372 2.30868
N 0.93274 -0.70837 1.12227
C 1.95354 -0.80304 0.21767
C 1.93139 -0.37458 -1.09612
C 0.28518 -1.14433 3.35035
C 0.57272 -1.43711 4.68815
C -0.38487 -1.18692 5.64949
C -1.60591 -0.64063 5.27220
C -1.91269 -0.39003 3.93268
C -0.98758 -0.65775 2.94097
H 4.25416 0.72519 -4.78487
H 5.20419 0.07751 -3.45829
H 4.18605 1.50219 -3.20001
H 1.82986 0.51537 -4.91546
H 1.61248 1.29467 -3.35353
H 0.88185 -0.29537 -3.67578
H 3.17690 -1.52480 -5.17680
H 2.35321 -2.37580 -3.86043
H 4.11684 -2.21892 -3.86181
H 5.03905 -1.47583 -1.95676
H 5.13237 -2.15566 0.39274
H 1.03895 0.08494 -1.49147
H 1.53950 -1.83496 4.97329
H -0.18137 -1.39797 6.68969
H -2.34294 -0.41685 6.03298
H -2.87790 0.02463 3.69340
C -4.62245 -0.90144 2.10593
S -3.53296 -0.87845 0.67581
C -3.76758 -2.56080 0.07057
H -4.31887 -1.64694 2.83629
H -5.61825 -1.12498 1.72763
H -4.63532 0.09353 2.54382
H -4.83843 -2.69963 -0.06216
H -3.36028 -3.28133 0.77390
H -3.26095 -2.64621 -0.88511
O -1.24777 1.55180 0.27896
S -2.27137 2.64755 0.67824
C -1.22407 4.06329 1.13409
C -1.43133 5.14444 0.07149
C -1.72137 4.41748 -1.23754
C -2.78218 3.38211 -0.88703
H -0.21613 3.64718 1.12088
H -1.47272 4.36882 2.14827
H -0.55167 5.78274 0.00927
H -2.27776 5.77682 0.34345
H -0.82399 3.92026 -1.61098
H -2.08014 5.09061 -2.01416
H -2.91545 2.56481 -1.59438
H -3.75328 3.84356 -0.69061
F -1.34236 -3.66986 -1.53264
B -0.53939 -2.87708 -0.79254
F -0.93198 -1.43604 -1.05599
F -0.78889 -2.98514 0.60874
F 0.80407 -2.98719 -1.04810
*
```

The calculation puts the orbital gap (alpha / beta) at 7.978 / 5.539 eV. The calculation puts the HOMO energy (alpha / beta) at -14.595 / -15.095 eV.